Entry 1:
{
  "formula": "C8H7NS",
  "method": "wB97M-V/def2-TZVPD",
  "total_charge": 0,
  "e_tot_ev": -20730.2715,
  "relative_energy_kj_mol": 285.10,
  "e_homo_ev": [-7.53, -7.53],
  "symbols": ["C", "C", "C", "C", "C", "C", "C", "C", "N", "S", "H", "H", "H", "H", "H", "H", "H"],
  "positions_angstrom": [[-1.9214, -0.4462, 0.0658], [-1.0538, -1.0777, 0.9474], [-1.4087, 0.0816, -1.1374], [0.2527, -1.2600, 0.6600], [-0.1113, -0.2099, -1.4736], [0.7813, -0.8139, -0.5817], [0.1549, 2.3972, 0.8086], [2.1202, -0.8774, -0.8919], [1.1770, 1.9068, 1.0124], [3.3393, -0.2132, -0.0225], [-3.0076, -0.1495, 0.2386], [-1.3235, -1.6514, 1.8687], [-1.9584, 0.4288, -2.0293], [0.8209, -1.7931, 1.3687], [0.2624, 0.3054, -2.4175], [-0.7780, 2.6402, 0.6661], [2.6539, 0.7323, 0.9174]],
  "forces_ev_per_a": [[-1.95, 2.01, -0.74], [-1.55, -1.26, 1.14], [-0.24, -1.55, -0.27], [0.80, 0.53, -1.74], [1.30, 1.58, -1.41], [-1.64, 0.65, 1.17], [5.32, -2.33, 1.02], [2.74, -0.52, -0.34], [-1.22, 1.24, -0.08], [-1.46, 1.12, 0.74], [1.49, -1.07, 0.30], [-0.59, 1.14, -0.74], [-0.44, 0.33, 1.23], [0.99, -0.44, 0.49], [-0.20, -1.26, 1.15], [-4.51, 1.49, -0.79], [1.15, -1.67, -1.15]]
}

Entry 2:
{
  "formula": "C8H7O3PS",
  "method": "wB97M-V/def2-TZVPD",
  "total_charge": 0,
  "e_tot_ev": -34671.5557,
  "relative_energy_kj_mol": 0.00,
  "e_homo_ev": -8.83,
  "smiles": "O=CCC1=CC(=O)C([PH2]=S)=CC1=O",
  "symbols": ["O", "C", "C", "C", "C", "C", "O", "C", "P", "S", "C", "C", "O", "H", "H", "H", "H", "H", "H", "H"],
  "positions_angstrom": [[3.5903, -1.7385, 1.0482], [3.0825, -1.1109, 0.0955], [2.7661, 0.4730, 0.1333], [1.1972, 0.6905, 0.0123], [0.4999, 0.6710, -1.2300], [-1.0982, 0.8595, -1.1869], [-1.7154, 1.5744, -1.9921], [-1.8183, 0.0786, 0.0271], [-3.4413, -0.8689, -0.1333], [-3.9654, -0.9051, -2.0299], [-1.1235, 0.1188, 1.2727], [0.2802, 0.9063, 1.3183], [0.6193, 1.6476, 2.2583], [2.8758, -1.7306, -0.8571], [3.2965, 0.9035, -0.7889], [3.1293, 0.9602, 1.1052], [1.0120, 0.5053, -2.2278], [-3.1602, -2.2314, 0.2761], [-4.4876, -0.3741, 0.7083], [-1.5392, -0.4290, 2.1908]],
  "forces_ev_per_a": [[-1.66, 2.30, -2.80], [1.27, -1.28, 2.31], [-0.69, -0.41, -0.13], [-1.62, -0.22, -2.31], [0.25, -0.12, 3.00], [-0.76, 0.78, -1.20], [2.07, -2.34, 2.57], [2.33, 0.66, 3.13], [0.36, -0.23, -2.33], [0.00, -0.02, 0.80], [-0.76, 0.04, -2.71], [0.54, 0.71, 0.95], [-1.04, -2.53, -2.84], [-0.04, 1.28, 0.93], [-0.84, -0.41, 1.39], [-0.34, -0.93, -1.49], [-0.79, 0.50, 1.35], [0.00, 1.13, 0.49], [0.89, -0.11, 0.17], [0.84, 1.18, -1.29]]
}

Entry 3:
{
  "formula": "C8H8",
  "method": "wB97M-V/def2-TZVPD",
  "total_charge": 0,
  "e_tot_ev": -8420.8426,
  "relative_energy_kj_mol": 403.11,
  "e_homo_ev": -8.03,
  "smiles": "CC1=CC12C=CC=C2",
  "symbols": ["C", "C", "C", "C", "C", "C", "C", "C", "H", "H", "H", "H", "H", "H", "H", "H"],
  "positions_angstrom": [[2.3559, 0.5122, 0.7339], [1.3432, -0.2642, -0.0586], [1.1988, -1.0032, -1.1074], [-0.1836, -0.1590, -0.2143], [-1.0256, 0.7498, -0.9226], [-2.2417, 0.6819, -0.3014], [-2.2465, -0.4347, 0.5756], [-0.9878, -0.9691, 0.6856], [2.1854, 0.2383, 1.7245], [2.2606, 1.5240, 0.6122], [3.4531, 0.2071, 0.4384], [1.3908, -1.3180, -2.0881], [-0.6531, 1.3362, -1.7565], [-2.9563, 1.3630, -0.6637], [-3.1982, -0.7418, 1.0947], [-0.6951, -1.7225, 1.2477]],
  "forces_ev_per_a": [[2.10, -3.51, -1.71], [0.39, 1.01, -1.86], [-1.98, 2.15, 2.84], [3.05, -3.13, -0.59], [0.67, 0.68, 0.63], [1.56, 0.17, -2.13], [-1.41, -0.70, 1.91], [-2.76, 3.85, -3.07], [0.04, -0.13, 1.97], [-0.48, 2.56, -0.36], [-2.17, 0.49, 0.53], [0.06, -0.74, -0.72], [-0.36, 0.25, 0.31], [-1.55, 0.24, 0.18], [1.38, 0.18, -0.39], [1.45, -3.36, 2.47]]
}

Entry 4:
{
  "formula": "C8H8",
  "method": "wB97M-V/def2-TZVPD",
  "total_charge": 0,
  "e_tot_ev": -8417.5114,
  "relative_energy_kj_mol": 724.52,
  "e_homo_ev": -9.01,
  "smiles": "C#C[C@H](C#CC)C=C",
  "symbols": ["C", "C", "C", "C", "C", "C", "C", "C", "H", "H", "H", "H", "H", "H", "H", "H"],
  "positions_angstrom": [[2.3288, -1.7509, -0.6236], [1.6984, -0.8149, -0.0866], [0.7874, 0.0487, 0.7251], [-0.5962, -0.1762, 0.7178], [-1.6489, -0.6658, 0.2497], [-3.0760, -0.6080, -0.2589], [1.0092, 1.4719, 0.3417], [0.1869, 2.0522, -0.7440], [3.2011, -2.4360, -0.9739], [1.4070, 0.0899, 1.6956], [-3.7762, -0.8018, 0.6040], [-3.0763, 0.4875, -0.7659], [-3.4549, -1.5079, -1.1601], [2.0034, 2.0667, 0.8238], [0.4427, 2.9318, -1.2868], [-0.8848, 1.8272, -0.8637]],
  "forces_ev_per_a": [[0.49, 1.97, 1.19], [0.98, -3.70, -1.63], [4.28, 1.34, 1.92], [-4.78, -3.80, -1.82], [1.37, 1.90, 1.04], [-0.01, -0.70, -2.21], [-0.42, 4.83, -4.48], [2.13, -1.54, 4.71], [-2.42, 1.63, 0.69], [-1.73, -0.87, -0.43], [0.59, 0.76, -1.06], [-0.86, -2.68, 1.23], [1.68, 2.84, 2.76], [-2.75, -1.85, -1.95], [0.59, 0.79, 0.19], [0.87, -0.91, -0.17]]
}

Entry 5:
{
  "formula": "C8H8",
  "method": "wB97M-V/def2-TZVPD",
  "total_charge": 0,
  "e_tot_ev": -8424.8854,
  "relative_energy_kj_mol": 13.04,
  "e_homo_ev": -8.63,
  "smiles": "C=Cc1ccccc1",
  "symbols": ["C", "C", "C", "C", "C", "C", "C", "C", "H", "H", "H", "H", "H", "H", "H", "H"],
  "positions_angstrom": [[1.4603, 0.5942, -2.4819], [0.2587, 0.5566, -1.9169], [0.0273, 0.0766, -0.5323], [-1.2793, -0.3228, -0.2126], [-1.6055, -0.5464, 1.1202], [-0.6472, -0.4602, 2.1258], [0.6429, -0.0959, 1.7850], [0.9995, 0.1260, 0.4567], [1.7015, 0.8275, -3.5125], [2.3552, 0.2255, -1.9909], [-0.6064, 0.8219, -2.5070], [-2.0610, -0.5754, -0.9158], [-2.6073, -0.8485, 1.3987], [-0.8286, -0.7211, 3.1594], [1.4398, -0.0282, 2.5127], [2.0049, 0.3710, 0.1533]],
  "forces_ev_per_a": [[0.65, -0.51, -0.33], [0.88, -0.60, -0.16], [-1.03, 0.33, -0.86], [0.14, -0.20, 1.29], [0.06, -0.48, 0.36], [0.35, 0.21, -0.16], [0.84, -0.30, -0.59], [-0.65, 0.20, 0.09], [-0.63, 0.37, -0.03], [-0.15, 0.09, 0.42], [-0.19, 0.08, 0.08], [0.21, 0.56, -0.50], [-0.05, -0.05, -0.15], [-0.42, 0.16, -0.02], [-0.15, -0.07, 0.27], [0.15, 0.20, 0.28]]
}

Entry 6:
{
  "formula": "C8H8",
  "method": "wB97M-V/def2-TZVPD",
  "total_charge": 0,
  "e_tot_ev": -8421.4283,
  "relative_energy_kj_mol": 346.59,
  "e_homo_ev": -8.63,
  "smiles": "C#C/C(C=C)=C/C=C",
  "symbols": ["C", "C", "C", "C", "C", "C", "C", "C", "H", "H", "H", "H", "H", "H", "H", "H"],
  "positions_angstrom": [[-3.2021, -0.4637, -0.1131], [-1.9797, -0.3420, 0.0049], [-0.5624, -0.1007, 0.0300], [-0.1509, 1.2616, 0.5048], [0.4990, 2.0950, -0.3185], [0.2562, -1.1539, -0.1916], [1.7034, -1.2521, 0.1318], [2.6694, -0.3338, -0.0479], [-4.2407, -0.6495, 0.0631], [-0.4419, 1.6058, 1.5385], [0.7111, 1.6966, -1.3571], [0.6916, 3.1248, -0.0673], [-0.2863, -1.9935, -0.6007], [1.9403, -2.2162, 0.6024], [3.7122, -0.5296, 0.1537], [2.5156, 0.6986, -0.3342]],
  "forces_ev_per_a": [[2.82, 0.14, 0.91], [-2.95, 0.10, -0.96], [0.23, -0.09, 0.95], [0.16, 0.62, 0.36], [-0.73, -1.37, -0.89], [0.02, 1.23, 0.18], [0.01, 0.18, -0.26], [-0.33, -0.21, 0.33], [0.15, 0.06, -0.31], [0.16, -0.54, -1.22], [-0.09, 0.86, 1.27], [0.27, 0.06, 0.02], [0.42, -0.57, 0.22], [0.24, 0.27, -0.53], [0.00, -0.42, 0.37], [-0.38, -0.32, -0.43]]
}

Entry 7:
{
  "formula": "C8H8",
  "method": "wB97M-V/def2-TZVPD",
  "total_charge": 0,
  "e_tot_ev": -8421.9739,
  "relative_energy_kj_mol": 293.95,
  "e_homo_ev": -9.41,
  "smiles": "c1ccccc1.C#C",
  "symbols": ["C", "C", "C", "C", "C", "C", "H", "H", "H", "H", "H", "H", "C", "C", "H", "H"],
  "positions_angstrom": [[0.9888, 1.2321, -0.6747], [1.0337, -0.0458, -1.3751], [0.9801, -1.1928, -0.6635], [0.9498, -1.2452, 0.7888], [0.7390, 0.0116, 1.3656], [0.8809, 1.2089, 0.7085], [0.8478, 2.2546, -1.0705], [1.4127, -0.0706, -2.4226], [0.9689, -2.1791, -1.1512], [0.7630, -2.0890, 1.3616], [0.4262, 0.0671, 2.3825], [0.6467, 2.0332, 1.3145], [-2.1583, 0.0992, -0.0550], [-3.3496, -0.0067, -0.1058], [-1.1252, 0.2140, 0.1076], [-4.3267, -0.5974, -0.4539]],
  "forces_ev_per_a": [[-0.28, -0.51, 0.23], [1.42, 3.15, -0.44], [0.49, -2.84, 2.46], [-1.38, 3.72, -2.98], [1.05, -1.87, 0.70], [-0.67, -0.97, -1.39], [0.60, -0.99, -0.68], [-1.18, 0.04, 0.65], [0.26, 0.63, -0.12], [-0.02, -1.68, 0.63], [0.15, -0.10, 0.85], [0.03, 1.49, 0.22], [-0.14, 0.20, 0.30], [-3.17, -2.66, -1.65], [0.32, 0.21, -0.05], [2.52, 2.20, 1.27]]
}

Entry 8:
{
  "formula": "C8H8BNO3",
  "method": "wB97M-V/def2-TZVPD",
  "total_charge": 0,
  "e_tot_ev": -16734.7592,
  "relative_energy_kj_mol": 29.05,
  "e_homo_ev": -9.49,
  "symbols": ["B", "C", "C", "C", "C", "C", "C", "C", "C", "N", "O", "O", "O", "H", "H", "H", "H", "H", "H", "H", "H"],
  "positions_angstrom": [[-1.1970, 1.9236, -0.4815], [0.5805, -2.7720, 0.5156], [-0.1153, -2.6422, -0.7521], [1.1733, -1.7255, 1.2303], [-0.2944, -1.3143, -1.2075], [0.8534, -0.4061, 0.7151], [0.1167, -0.2904, -0.4515], [1.4287, 0.8327, 1.2900], [0.3167, 1.8843, -0.5431], [1.2623, 1.9265, 0.4817], [1.9592, 0.9273, 2.3994], [-1.7889, 1.7805, -1.7473], [-1.9618, 1.8968, 0.6543], [0.6581, -3.7507, 0.8961], [-0.1404, -3.4698, -1.5130], [1.5629, -1.8824, 2.1638], [-1.0128, -1.1623, -2.0899], [0.8218, 1.7925, -1.4723], [1.4749, 2.8165, 1.0419], [-2.7232, 1.8789, -1.6810], [-2.9747, 1.7560, 0.5510]],
  "forces_ev_per_a": [[-1.65, -0.82, -1.13], [-0.34, 0.37, -1.67], [2.39, 1.12, 0.70], [-3.58, 1.78, -3.48], [-3.05, -1.71, -2.35], [0.95, -1.90, -0.12], [1.91, 4.21, 2.33], [0.38, 0.31, 2.20], [0.42, -3.71, -0.36], [0.57, 1.76, 2.35], [-0.36, -0.46, -1.38], [1.08, 0.39, 0.53], [-2.25, 0.07, 0.28], [0.35, -1.12, 0.41], [-0.73, 0.65, 1.35], [1.34, -0.17, 2.02], [1.57, -0.03, 1.02], [-0.15, 0.59, -1.23], [-0.66, -1.72, -1.38], [-1.11, 0.00, -0.19], [2.91, 0.39, 0.11]]
}

Entry 9:
{
  "formula": "C8H8BeNO2Se4",
  "method": "wB97M-V/def2-TZVPD",
  "total_charge": 1,
  "e_tot_ev": -275791.6284,
  "relative_energy_kj_mol": 0.00,
  "e_homo_ev": -11.27,
  "symbols": ["Be", "Se", "Se", "Se", "Se", "C", "C", "O", "C", "C", "C", "C", "C", "C", "H", "H", "H", "H", "H", "H", "H", "H", "O", "N"],
  "positions_angstrom": [[-0.0335, -0.5344, -0.2680], [0.7355, -2.4939, 0.2955], [-0.5974, -3.0146, 2.1179], [-0.7007, -1.1156, 3.4865], [-2.3671, -0.0597, 2.2323], [1.8812, 0.5188, -3.0254], [1.8774, 0.9325, -1.5901], [1.0437, 0.4116, -0.8228], [2.8140, 1.9117, -1.0695], [2.7487, 2.2894, 0.2772], [3.6447, 3.2094, 0.7794], [4.6111, 3.7588, -0.0583], [4.6831, 3.3918, -1.3965], [3.7890, 2.4683, -1.9027], [1.0837, -0.1928, -3.2157], [2.8404, 0.0613, -3.2752], [1.7576, 1.3913, -3.6681], [1.9909, 1.8565, 0.9153], [3.6012, 3.5002, 1.8200], [5.3134, 4.4826, 0.3352], [5.4366, 3.8244, -2.0402], [3.8543, 2.1801, -2.9436], [-1.6159, -0.0344, -0.3119], [-1.2241, 0.0027, 0.8656]],
  "forces_ev_per_a": [[0.97, -0.73, 0.06], [0.07, 0.36, -0.18], [-0.24, -0.02, 0.28], [0.14, -0.22, -0.09], [-0.13, 0.13, 0.30], [0.05, 0.03, 0.06], [0.02, -0.09, -0.21], [-0.15, 0.32, 0.14], [-0.06, -0.09, -0.04], [-0.04, -0.01, 0.05], [0.03, 0.01, -0.01], [-0.01, 0.02, -0.01], [0.01, 0.00, 0.00], [0.05, 0.04, -0.08], [-0.02, -0.01, 0.01], [0.00, 0.01, 0.00], [0.00, -0.01, 0.00], [0.02, -0.02, 0.01], [-0.01, 0.00, -0.01], [-0.01, -0.02, 0.00], [-0.01, -0.01, 0.02], [0.00, 0.02, 0.03], [-0.56, 0.24, -0.64], [-0.15, 0.03, 0.30]]
}

Entry 10:
{
  "formula": "C8H8Br2NO2S",
  "method": "wB97M-V/def2-TZVPD",
  "total_charge": -1,
  "e_tot_ev": -164930.3069,
  "relative_energy_kj_mol": 133.95,
  "e_homo_ev": -4.12,
  "symbols": ["C", "C", "C", "C", "C", "C", "C", "C", "N", "O", "O", "S", "Br", "Br", "H", "H", "H", "H", "H", "H", "H", "H"],
  "positions_angstrom": [[4.6006, -0.1713, 1.3857], [1.5482, -0.5191, -0.0867], [2.7856, -1.0104, 0.0070], [1.1791, 0.9880, -0.1253], [0.2436, -1.2833, 0.1137], [-0.2798, 1.1640, -0.4079], [-0.8040, -0.1897, 0.1576], [3.9232, -0.1852, 0.1791], [5.0422, -0.0378, 2.4562], [3.1571, 2.6499, 1.5477], [3.5784, 2.9979, -0.9087], [4.0950, 2.6428, 0.4438], [2.9298, -2.9588, 0.0997], [5.2721, -0.2865, -1.3496], [1.6923, 1.4903, 0.7709], [1.7232, 1.3731, -0.9034], [0.0063, -1.8089, -0.7659], [0.1440, -1.9459, 1.0103], [-0.9050, 1.9592, 0.0389], [-0.5288, 1.3074, -1.4347], [-1.7063, -0.4361, -0.3428], [-1.3480, -0.1140, 1.2281]],
  "forces_ev_per_a": [[0.27, 0.05, 1.42], [-1.22, 0.15, 1.38], [-1.24, 0.40, -0.18], [2.01, -0.18, 1.90], [-0.03, 0.91, 0.65], [-1.28, -1.23, 2.17], [-2.77, 0.89, 2.51], [1.53, 0.75, -1.39], [0.04, -0.17, -0.53], [0.45, 0.65, -0.38], [0.91, -0.27, 2.65], [-1.31, -0.40, -2.24], [0.13, -0.15, 0.00], [-0.50, -0.09, 0.52], [-1.61, -0.73, -1.00], [1.52, 1.19, -1.98], [0.06, -1.37, -1.08], [0.62, 0.44, -0.87], [1.02, 0.01, 0.42], [0.26, -0.49, -1.12], [-0.78, -0.72, -1.12], [1.91, 0.36, -1.73]]
}